Formula: C33H38CrF4N12SSi
Source: the Open Molecules 2025 dataset
Level of theory: ωB97M-V/def2-TZVPD

Computed properties:
Highest occupied orbital energy (alpha / beta) in eV: -6.31 / -6.61
ΔE to the lowest compared entry with this formula, charge and spin in kcal/mol: 29.3
Spin multiplicity: 5
<S²>: 6.01

XYZ file:
```
90
C33H38CrF4N12SSi, DFT ωB97M-V/def2-TZVPD
Cr -0.5406 0.4900 1.0430
F -5.5409 1.7769 0.7727
C -5.4714 1.7123 2.1509
F -5.8576 0.4021 2.4575
F -6.4402 2.5032 2.6712
C -4.1245 2.0310 2.7000
C -3.8233 3.1980 3.3817
C -2.5121 3.5564 3.6421
C -1.4912 2.7224 3.1790
N -1.7155 1.6499 2.3930
C -3.0263 1.2197 2.1955
S -3.0095 0.0052 1.0402
H -4.6452 3.9025 3.6217
H -2.1957 4.3865 4.2607
H -0.4763 2.8446 3.5564
C 2.4005 2.0627 3.7889
Si 2.3510 0.8328 2.4032
C 2.1475 1.7518 0.7426
C 3.8209 -0.2678 2.4757
N 0.8471 -0.0714 2.4249
C 0.6021 -0.9531 3.4963
C 1.2878 -0.8785 4.6976
C 1.1478 -1.7502 5.8235
C 0.0881 -2.6585 5.8391
C -0.7382 -2.7298 4.6693
C -0.4598 -1.9498 3.5547
F -1.0883 -2.3695 2.3975
H 3.0264 2.9482 3.5946
H 2.7741 1.5738 4.7559
H 1.3258 2.4151 3.8929
H 3.1941 1.9009 0.3524
H 1.7254 2.7919 0.8919
H 1.5680 1.1948 -0.0035
H 3.7158 -1.0906 1.7212
H 3.9342 -0.7500 3.4416
H 4.7592 0.3337 2.3226
H 2.2029 -0.2764 4.7338
H 1.9900 -1.7933 6.5601
H -0.1446 -3.1952 6.7476
H -1.4927 -3.4817 4.7158
N -3.5431 -4.1379 -4.4076
C -4.0336 -4.3364 -3.1465
C -3.1465 -4.0936 -2.0416
N -3.5195 -4.4318 -0.8211
C -4.7312 -5.0006 -0.6596
C -5.5955 -5.1112 -1.7063
N -5.2355 -4.8416 -2.9887
H -2.5780 -3.8501 -4.5938
H -4.0787 -4.5942 -5.1965
H -2.1589 -3.7286 -2.0890
H -4.9758 -5.3884 0.3236
H -6.6016 -5.5166 -1.6032
C 1.2116 0.9754 -2.4390
C 1.0562 -0.3449 -1.7255
N 0.2905 -0.6380 -0.6764
C 0.1863 -2.0189 -0.6334
C 1.0669 -2.5458 -1.5521
N 1.5068 -1.4882 -2.3211
C 2.6331 -1.5454 -3.3327
N 3.8470 -1.0127 -2.7929
N 3.8953 -0.4802 -1.4698
N 4.8603 0.3706 -1.4034
C 5.5794 0.3916 -2.6100
C 6.6224 1.2042 -3.0263
C 7.1423 0.9701 -4.2896
C 6.5395 -0.0116 -5.1382
C 5.4615 -0.7975 -4.7130
C 4.9029 -0.4840 -3.4767
H 2.0096 0.8317 -3.1527
H 1.4365 1.8576 -1.8571
H 0.3080 1.1913 -3.0408
H -0.4508 -2.4997 0.1435
H 1.1710 -3.5694 -1.8965
H 2.3447 -0.9888 -4.2704
H 2.8628 -2.6270 -3.5430
H 7.1231 1.8314 -2.2702
H 7.9453 1.5399 -4.6946
H 6.7810 -0.0536 -6.1598
H 5.2443 -1.7125 -5.2169
C -3.9827 4.1026 -0.8313
N -2.8009 3.5473 -1.5316
C -2.7334 3.8357 -3.0050
C -2.0304 2.6383 -0.9912
N -1.2353 1.9360 -0.5037
H -4.9768 4.0293 -1.2463
H -3.7807 5.1525 -0.5993
H -4.0317 3.6282 0.1932
H -3.0688 4.9002 -3.1581
H -3.1982 3.1061 -3.6833
H -1.6558 3.8188 -3.2604
```

---

Formula: C33H38N2P2SSrTe
Source: the Open Molecules 2025 dataset
Level of theory: ωB97M-V/def2-TZVPD

Computed properties:
Highest occupied orbital energy in eV: -4.12
ΔE to the lowest compared entry with this formula, charge and spin in kcal/mol: 181.0

XYZ file:
```
78
C33H38N2P2SSrTe, DFT ωB97M-V/def2-TZVPD
Sr -0.2269 0.1203 0.4482
C 7.1071 3.0356 -2.9584
S 5.8537 3.3388 -1.6813
C 4.3933 2.5400 -2.4131
C 3.8030 1.4761 -1.4707
C 2.2506 1.3955 -1.5924
N 1.5824 0.6376 -0.4214
P 2.2278 -0.6570 0.5965
C 3.8430 -0.3205 1.4338
C 5.1090 -0.5225 0.8797
C 6.2436 -0.2006 1.6098
C 6.1277 0.2725 2.9086
C 4.8775 0.3845 3.5020
C 3.7375 0.0917 2.7666
C 2.5421 -1.7353 -0.8592
C 3.4329 -2.8001 -0.9383
C 3.5546 -3.5198 -2.1230
C 2.8125 -3.1709 -3.2383
C 1.8795 -2.1412 -3.1687
C 1.6897 -1.4610 -1.9736
P 1.5305 1.6990 1.0716
C 2.5537 3.2507 0.9982
C 2.5055 4.2849 0.0498
C 3.1710 5.4725 0.2926
C 3.8316 5.6778 1.4995
C 3.7828 4.7152 2.4904
C 3.1289 3.5109 2.2475
C -0.0870 2.4333 0.2379
C -0.4756 3.7151 0.6000
C -1.0251 4.5497 -0.3756
C -1.1801 4.1057 -1.6858
C -0.9277 2.7770 -2.0293
C -0.4441 1.9217 -1.0496
H 7.8986 3.7664 -2.8091
H 6.6713 3.1733 -3.9451
H 7.5168 2.0324 -2.8630
H 4.6526 2.1203 -3.3841
H 3.6493 3.3220 -2.5685
H 4.0167 1.7593 -0.4499
H 4.1821 0.4709 -1.6359
H 1.9957 1.0007 -2.5717
H 1.8735 2.4041 -1.5775
H 5.2029 -0.9025 -0.1277
H 7.2192 -0.3230 1.1575
H 7.0175 0.5396 3.4646
H 4.7847 0.7105 4.5295
H 2.7608 0.1634 3.2267
H 4.0313 -3.0541 -0.0724
H 4.2383 -4.3578 -2.1722
H 2.9448 -3.7149 -4.1650
H 1.2993 -1.8634 -4.0394
H 0.9102 -0.6746 -1.9706
H 1.9074 4.1952 -0.8421
H 3.1433 6.2539 -0.4554
H 4.3523 6.6106 1.6722
H 4.2297 4.8968 3.4586
H 3.0219 2.7750 3.0311
H -0.1701 4.0812 1.5697
H -1.2163 5.5883 -0.1391
H -1.4624 4.8124 -2.4557
H -0.9530 2.4312 -3.0536
H 0.0546 0.9320 -1.3706
C -4.5330 -0.4962 -0.0969
C -4.2079 -1.8783 -0.7429
C -4.9248 -2.0424 -2.0742
C -4.5016 -3.0171 0.2526
C -2.7035 -1.9283 -0.8670
N -1.6251 -1.8139 -0.4604
H -5.2860 0.0129 -0.7024
H -3.6485 0.1117 0.0357
H -4.9014 -0.6513 0.9138
H -6.0029 -1.9856 -1.9119
H -4.6937 -3.0073 -2.5330
H -4.6279 -1.2513 -2.7671
H -5.5497 -2.9595 0.5627
H -3.8774 -2.8979 1.1398
H -4.3117 -3.9935 -0.2035
Te -1.8734 -1.0166 2.5039
```

---

Formula: C33H39IN3O3SbV
Source: the Open Molecules 2025 dataset
Level of theory: ωB97M-V/def2-TZVPD

Computed properties:
Highest occupied orbital energy (alpha / beta) in eV: -10.41 / -10.53
Net charge: +1
ΔE to the lowest compared entry with this formula, charge and spin in kcal/mol: 0.0
Spin multiplicity: 3
<S²>: 2.04

XYZ file:
```
81
C33H39IN3O3SbV, DFT ωB97M-V/def2-TZVPD
V 0.0477 0.0522 0.1300
C -1.6445 0.4021 4.3705
C -2.4601 -0.4151 3.4177
N -3.4839 -1.0927 3.8778
C -4.2174 -1.8389 3.0313
C -3.9718 -1.9246 1.6858
C -4.8705 -2.7611 0.8122
O -4.1564 -3.7589 0.0859
C -2.8633 -1.2116 1.1591
C -2.6440 -1.2330 -0.2717
N -1.6177 -0.7588 -0.8882
C -1.6672 -0.7127 -2.3098
C -2.8399 -0.3832 -2.9826
C -2.8637 -0.3071 -4.3649
C -1.7129 -0.5406 -5.1001
C -0.5256 -0.8407 -4.4474
C -0.5174 -0.9159 -3.0670
I 1.2908 -1.3274 -2.0944
C -2.0802 -0.4529 2.0430
O -1.0064 0.2212 1.6993
H -2.1040 0.3710 5.3544
H -1.5658 1.4357 4.0303
H -0.6260 0.0112 4.4360
H -5.0462 -2.3804 3.4733
H -5.3701 -2.1395 0.0659
H -5.6552 -3.2043 1.4273
H -4.0673 -4.5417 0.6383
H -3.4299 -1.6866 -0.8696
H -3.7242 -0.1296 -2.4128
H -3.7838 -0.0397 -4.8665
H -1.7269 -0.4728 -6.1791
H 0.3814 -1.0099 -5.0112
C -0.4492 -3.2963 3.1539
Sb 0.3738 -2.7752 1.2582
C -0.5667 -4.2763 0.0742
C 2.2764 -3.7205 1.4769
H -0.1632 -4.3168 3.4048
H -1.5356 -3.2233 3.1153
H -0.0802 -2.6197 3.9233
H -0.4592 -5.2471 0.5562
H -0.1047 -4.3136 -0.9118
H -1.6241 -4.0391 -0.0421
H 2.1310 -4.7635 1.7539
H 2.8537 -3.2242 2.2562
H 2.8341 -3.6776 0.5418
C 3.0479 4.5377 -0.8073
C 1.8442 4.8279 -0.1731
C 0.8159 3.9014 -0.1671
C 0.9767 2.6631 -0.7922
C 2.1733 2.3856 -1.4415
C 3.2057 3.3176 -1.4437
N -0.0912 1.7126 -0.7443
C -1.3082 2.2112 -1.3040
C -1.3221 2.7188 -2.6025
C -2.5048 3.1736 -3.1608
C -3.6878 3.1317 -2.4324
C -3.6735 2.6429 -1.1342
C -2.4890 2.1892 -0.5677
H 3.8479 5.2657 -0.8167
H 1.7061 5.7837 0.3155
H -0.1272 4.1292 0.3157
H 2.2854 1.4505 -1.9738
H 4.1285 3.0917 -1.9631
H -0.3991 2.7527 -3.1694
H -2.5037 3.5647 -4.1701
H -4.6091 3.4944 -2.8685
H -4.5842 2.6324 -0.5482
H -2.4669 1.8355 0.4551
C 3.9116 0.9357 2.0921
C 3.0483 2.1649 2.3786
C 1.6521 1.5871 2.3157
O 1.7308 0.5967 1.2516
C 3.1108 0.2180 1.0169
H 3.9987 0.3144 2.9848
H 4.9137 1.1842 1.7488
H 3.1742 2.9164 1.5969
H 3.2620 2.6208 3.3433
H 0.8765 2.2987 2.0440
H 1.3665 1.0703 3.2339
H 3.3822 0.5561 0.0156
H 3.1768 -0.8701 1.0706
```